[1]
Formula: C6H15NO2
Source: the Open Molecules 2025 dataset
Level of theory: wB97M-V/def2-TZVPD

Values from the calculation:
DFT total energy in eV: -12047.004
Highest occupied orbital energy in eV: -8.40
Structure (SMILES): C=CCC[C@H](N)CO.O
Multiplicity: 1
Charge: 0
M in g/mol: 133.2
LUMO in eV: 0.8

Each line ends with the natural charge from an NBO analysis.
Positions of all 24 atoms, in Å:
C  -1.33  0.13  2.55  -0.455
C  0.00  0.22  2.36  -0.135
C  0.73  -0.97  1.72  -0.441
C  1.46  -0.48  0.50  -0.413
C  0.42  -0.06  -0.71  -0.071
N  -0.36  -1.25  -1.05  -0.922
C  1.13  0.31  -2.09  -0.050
O  0.16  1.06  -2.76  -0.793
H  -1.94  1.05  2.68  0.199
H  -1.83  -0.71  2.07  0.194
H  0.76  0.98  2.69  0.202
H  1.38  -1.16  2.60  0.211
H  0.06  -1.75  1.52  0.214
H  2.14  0.31  0.64  0.206
H  2.02  -1.37  0.30  0.199
H  -0.29  0.78  -0.18  0.243
H  -1.11  -1.25  -1.80  0.381
H  0.06  -2.14  -0.89  0.369
H  2.05  0.96  -1.90  0.145
H  1.43  -0.58  -2.67  0.191
H  -0.16  2.05  -2.58  0.515
O  -2.04  1.66  -0.99  -0.927
H  -2.30  1.01  -1.72  0.473
H  -2.44  1.21  -0.29  0.466

=====

[2]
Formula: C3HCl2F
Source: the Open Molecules 2025 dataset
Level of theory: wB97M-V/def2-TZVPD

Values from the calculation:
DFT total energy in eV: -30886.618
Highest occupied orbital energy in eV: -11.08
Structure (SMILES): C#CC(F)(Cl)Cl
Multiplicity: 1
Charge: 0
M in g/mol: 126.9
LUMO in eV: -0.5

Each line ends with the natural charge from an NBO analysis.
Positions of all 7 atoms, in Å:
C  -0.49  0.88  -1.53  -0.071
C  -0.16  0.13  -0.59  -0.139
C  0.17  -0.43  0.67  0.350
F  -0.40  -1.61  1.04  -0.305
Cl  1.99  -0.75  0.73  -0.016
Cl  -0.29  0.69  2.17  -0.061
H  -0.82  1.09  -2.49  0.241

=====

[3]
Formula: C4H7NS
Source: the Open Molecules 2025 dataset
Level of theory: wB97M-V/def2-TZVPD

Values from the calculation:
DFT total energy in eV: -16585.134
Highest occupied orbital energy in eV: -8.51
Structure (SMILES): C[C@@H]1CN1C=S
Multiplicity: 1
Charge: 0
M in g/mol: 101.2
LUMO in eV: 0.6

Each line ends with the natural charge from an NBO analysis.
Positions of all 13 atoms, in Å:
C  1.02  -0.97  0.74  -0.632
C  -0.42  -0.47  0.67  -0.034
C  -1.18  -0.46  -0.64  -0.244
N  -0.65  0.72  -0.03  -0.405
C  0.07  1.76  -0.53  -0.074
S  0.14  2.22  -2.09  -0.103
H  1.61  -0.41  1.48  0.219
H  1.12  -2.03  0.98  0.225
H  1.47  -0.83  -0.25  0.218
H  -0.95  -0.47  1.63  0.204
H  -2.27  -0.42  -0.71  0.222
H  -0.62  -0.83  -1.53  0.215
H  0.66  2.18  0.29  0.190

=====

[4]
Formula: C32H28CrNO3
Source: the Open Molecules 2025 dataset
Level of theory: wB97M-V/def2-TZVPD

Values from the calculation:
DFT total energy in eV: -69673.614
Highest occupied orbital energy (alpha / beta) in eV: -12.70 / -13.95
Multiplicity: 4
⟨S²⟩: 3.8317
Charge: +2
M in g/mol: 526.6
LUMO (alpha / beta) in eV: -5.7 / -8.0

Each line ends with the natural charge from an NBO analysis.
Positions of all 65 atoms, in Å:
O  2.61  3.76  3.16  -0.379
C  2.46  2.63  2.93  0.739
Cr  2.13  0.75  2.86  -0.663
C  0.60  1.15  3.90  0.741
O  -0.22  1.53  4.63  -0.417
C  3.09  0.83  4.51  0.740
O  3.59  1.02  5.54  -0.379
C  3.59  0.04  1.45  -0.195
C  2.59  0.76  0.79  -0.142
C  1.24  0.41  0.97  -0.236
C  0.88  -0.80  1.65  0.027
C  -0.45  -1.30  1.67  -0.085
C  -1.66  -1.54  1.75  0.135
C  -3.02  -1.62  1.91  -0.288
C  -3.81  -0.44  2.08  0.010
C  -5.12  -0.58  2.60  -0.205
C  -5.84  0.55  2.98  -0.194
C  -5.29  1.83  2.81  -0.153
C  -4.02  1.98  2.23  -0.202
C  -3.29  0.86  1.84  -0.191
C  1.89  -1.33  2.50  -0.234
C  3.24  -0.99  2.33  -0.149
H  4.64  0.33  1.33  0.278
H  2.84  1.63  0.17  0.277
H  0.44  1.01  0.53  0.272
H  -3.54  -2.53  2.21  0.226
H  -5.53  -1.58  2.72  0.209
H  -6.83  0.43  3.42  0.234
H  -5.84  2.71  3.14  0.239
H  -3.59  2.97  2.08  0.235
H  -2.30  0.94  1.38  0.209
H  1.59  -2.09  3.23  0.274
H  3.99  -1.51  2.92  0.278
C  -8.44  -3.23  -0.41  -0.417
C  -7.71  -3.77  -1.65  -0.412
C  -6.26  -4.00  -1.23  -0.236
N  -6.30  -4.09  0.22  -0.254
C  -5.15  -4.31  0.94  0.203
C  -3.90  -3.92  0.49  0.008
C  -2.64  -4.42  1.06  -0.483
C  -2.72  -4.71  2.59  -0.447
C  -4.09  -5.02  3.09  0.020
C  -5.24  -4.97  2.26  -0.066
C  -6.45  -5.50  2.76  -0.184
C  -6.59  -5.80  4.12  -0.202
C  -5.48  -5.72  4.96  -0.136
C  -4.24  -5.35  4.44  -0.203
C  -7.46  -3.40  0.77  -0.233
H  -8.69  -2.17  -0.52  0.232
H  -9.36  -3.78  -0.21  0.237
H  -8.16  -4.72  -1.95  0.231
H  -7.78  -3.08  -2.49  0.243
H  -5.85  -4.92  -1.67  0.236
H  -5.62  -3.16  -1.55  0.210
H  -3.83  -3.36  -0.45  0.230
H  -2.32  -5.36  0.56  0.278
H  -1.86  -3.67  0.89  0.249
H  -2.03  -5.54  2.81  0.256
H  -2.31  -3.86  3.15  0.232
H  -7.28  -5.69  2.08  0.225
H  -7.56  -6.10  4.51  0.243
H  -5.57  -5.92  6.03  0.242
H  -3.35  -5.30  5.08  0.229
H  -7.18  -2.41  1.19  0.218
H  -7.92  -3.95  1.59  0.236

=====

[5]
Formula: C33H23BF5N4OP2ReSSe2
Source: the Open Molecules 2025 dataset
Level of theory: wB97M-V/def2-TZVPD

Values from the calculation:
DFT total energy in eV: -219100.892
Highest occupied orbital energy (alpha / beta) in eV: -5.53 / -5.65
Multiplicity: 2
⟨S²⟩: 0.7647
Charge: -1
M in g/mol: 1035.5
LUMO (alpha / beta) in eV: 1.6 / 1.6

Each line ends with the Löwdin spin population.
Positions of all 73 atoms, in Å:
Re  0.10  -0.27  -0.04  1.030
F  2.50  -6.57  -3.48  0.001
C  2.41  -5.56  -2.62  0.003
C  1.43  -4.59  -2.77  0.000
F  0.58  -4.66  -3.79  0.000
C  1.36  -3.55  -1.86  0.003
F  0.46  -2.58  -2.03  0.009
C  2.24  -3.41  -0.79  -0.001
S  2.02  -2.16  0.39  -0.005
C  3.20  -4.40  -0.66  0.002
F  4.08  -4.36  0.35  0.000
C  3.30  -5.46  -1.56  -0.001
F  4.25  -6.39  -1.40  -0.001
Se  -3.43  3.91  5.46  0.000
P  -2.18  4.67  3.95  0.000
C  -3.06  5.88  2.90  0.000
C  -2.40  6.63  1.93  0.000
C  -3.07  7.59  1.19  0.000
C  -4.43  7.81  1.41  0.000
C  -5.10  7.08  2.38  0.000
C  -4.42  6.12  3.12  0.000
C  -0.74  5.60  4.57  0.000
C  0.33  5.91  3.73  0.000
C  1.41  6.63  4.21  0.000
C  1.44  7.04  5.54  0.000
C  0.39  6.71  6.39  0.000
C  -0.70  5.99  5.90  0.000
C  -1.41  3.44  2.88  0.001
C  -1.48  2.91  1.59  0.001
N  -0.64  1.85  1.58  0.018
N  -0.08  1.76  2.74  -0.001
N  -0.50  2.70  3.55  0.000
P  -2.37  3.03  0.06  0.001
Se  -1.53  1.55  -1.34  0.011
C  -4.14  2.90  0.37  0.001
C  -4.87  4.00  0.82  0.000
C  -6.22  3.86  1.12  0.000
C  -6.83  2.62  0.97  0.000
C  -6.11  1.52  0.53  0.000
C  -4.76  1.66  0.22  0.000
C  -2.07  4.63  -0.74  0.000
C  -3.03  5.27  -1.51  0.000
C  -2.70  6.42  -2.21  0.000
C  -1.41  6.94  -2.13  0.000
C  -0.45  6.29  -1.37  0.000
C  -0.77  5.13  -0.68  0.000
H  -1.34  6.48  1.75  0.000
H  -2.54  8.16  0.44  0.000
H  -4.96  8.55  0.83  0.000
H  -6.15  7.25  2.57  0.000
H  -4.92  5.54  3.89  0.000
H  0.34  5.55  2.71  0.000
H  2.24  6.86  3.56  0.000
H  2.29  7.59  5.92  0.000
H  0.42  7.00  7.43  0.000
H  -1.52  5.71  6.55  0.000
H  -4.40  4.96  0.94  0.000
H  -6.78  4.71  1.47  0.000
H  -7.89  2.51  1.21  0.000
H  -6.59  0.56  0.41  0.000
H  -4.18  0.82  -0.13  0.000
H  -4.03  4.86  -1.59  0.000
H  -3.45  6.91  -2.82  0.000
H  -1.16  7.84  -2.67  0.000
H  0.56  6.68  -1.32  0.000
H  -0.02  4.60  -0.10  0.000
B  -0.09  -0.06  -5.10  0.000
C  0.01  -0.18  -3.54  0.001
N  0.07  -0.25  -2.38  0.002
H  1.04  -0.16  -5.52  0.000
H  -0.80  -0.96  -5.48  0.000
H  -0.56  1.03  -5.33  0.000
O  0.22  -0.59  1.56  -0.078

=====

[6]
Formula: CHN4
Source: the Open Molecules 2025 dataset
Level of theory: wB97M-V/def2-TZVPD

Values from the calculation:
DFT total energy in eV: -7008.907
Highest occupied orbital energy in eV: -1.99
Structure (SMILES): N#Cn1[n-][nH]1
Multiplicity: 1
Charge: -1
M in g/mol: 69.0
LUMO in eV: 5.0

Each line ends with the natural charge from an NBO analysis.
Positions of all 6 atoms, in Å:
N  -0.63  -2.11  0.09  -0.504
C  -0.46  -0.98  0.30  0.383
N  -0.68  0.28  0.08  -0.296
N  -0.01  1.41  0.68  -0.485
N  0.39  1.01  -0.64  -0.310
H  1.39  0.39  -0.51  0.214

=====

> multiplicity of number 3 (C4H7NS)?

1